{"formula": "C8H26NiO6", "method": "ωB97M-V/def2-TZVPD", "s2": 2.0082, "total_charge": 2, "spin_multiplicity": 3, "gap_ev": [6.602, 2.766], "e_above_lowest_kj_mol": 835.9, "symbols": ["Ni", "C", "O", "H", "H", "H", "H", "C", "O", "H", "H", "H", "H", "C", "O", "H", "H", "H", "H", "C", "O", "H", "H", "H", "H", "C", "O", "C", "C", "O", "C", "H", "H", "H", "H", "H", "H", "H", "H", "H", "H"], "xyz": [[-10.833, 17.460, 5.462], [-14.518, 16.537, 8.093], [-13.049, 16.383, 8.061], [-15.001, 15.582, 7.886], [-14.868, 16.922, 9.051], [-14.940, 17.239, 7.373], [-12.817, 15.997, 8.909], [-12.041, 21.433, 7.519], [-11.890, 20.733, 6.326], [-11.594, 22.421, 7.408], [-13.060, 21.520, 7.896], [-11.558, 20.918, 8.349], [-12.117, 21.323, 5.603], [-7.416, 16.829, 8.276], [-8.136, 17.924, 7.752], [-7.461, 16.653, 9.351], [-7.901, 15.924, 7.908], [-6.368, 16.764, 7.984], [-7.707, 18.659, 8.197], [-14.348, 16.450, 1.954], [-13.155, 17.105, 2.288], [-14.989, 16.379, 2.833], [-14.880, 17.037, 1.205], [-14.129, 15.442, 1.600], [-12.775, 17.397, 1.456], [-7.970, 18.550, 3.278], [-8.734, 17.332, 3.309], [-8.018, 16.143, 2.919], [-8.990, 14.940, 2.967], [-9.659, 14.932, 4.237], [-10.434, 13.729, 4.482], [-8.685, 19.366, 3.165], [-7.350, 18.661, 2.388], [-7.431, 18.738, 4.206], [-7.311, 15.996, 3.735], [-7.548, 16.302, 1.949], [-8.393, 14.035, 2.854], [-9.734, 15.006, 2.173], [-11.089, 13.807, 5.349], [-9.858, 12.808, 4.565], [-11.067, 13.370, 3.670]]}